No. 1
Below is C40H45Cl51F14INO2PS as an isolated structure at a distorted geometry, with properties calculated with ωB97M-V with the def2-TZVPD basis set.

For the LUMO energy, the calculation gives -4.1 eV. As for the total charge: +1. The largest force on an atom is 0.0427 Eh/bohr.

Last column: Löwdin charge in e.
Cartesian coordinates (Å):
C1 2.291 -3.120 2.461  0.00
C2 3.258 -2.433 1.724  -0.23
C3 2.966 -1.806 0.394  -0.30
C4 3.365 -2.454 -0.771  -0.23
P1 4.236 -4.068 -0.520  1.00
C5 4.678 -4.986 -2.051  -0.27
C6 3.142 -5.288 0.361  -0.26
C7 3.110 -1.765 -1.977  -0.12
C8 3.600 -2.377 -3.251  -0.12
C9 5.140 -2.194 -3.406  -0.18
O1 5.808 -2.137 -2.146  -0.07
C10 6.148 -0.896 -1.729  -0.33
O2 6.567 -0.732 -0.618  0.10
C11 2.456 -0.509 -2.014  -0.06
C12 2.195 0.241 -3.338  -0.13
C13 1.041 -0.369 -4.146  -0.17
C14 -0.337 -0.254 -3.455  -0.14
C15 -0.849 -1.611 -2.982  -0.07
C16 -2.260 -1.534 -2.424  -0.45
F1 -2.374 -0.679 -1.389  0.12
F2 -3.020 -0.991 -3.426  0.07
C17 -2.919 -2.911 -2.136  -0.44
F3 -2.613 -3.801 -3.080  0.13
F4 -4.249 -2.753 -2.196  0.13
S1 -2.549 -3.651 -0.431  0.78
F5 -3.400 -2.535 0.272  -0.11
F6 -3.825 -4.581 -0.566  -0.12
F7 -1.688 -4.832 -1.077  -0.14
F8 -1.195 -2.823 -0.277  -0.15
F9 -2.275 -4.284 0.996  -0.13
C18 2.070 0.060 -0.794  -0.19
C19 1.353 1.392 -0.672  -0.15
C20 -0.169 1.259 -0.299  -0.18
C21 -0.529 2.324 0.772  -0.10
C22 -1.980 2.764 0.719  -0.43
F10 -2.379 3.106 -0.525  0.12
F11 -2.100 3.895 1.475  0.10
C23 -2.986 1.738 1.324  -0.54
F12 -3.089 1.955 2.637  0.17
F13 -2.608 0.473 1.121  0.17
F14 -4.205 1.886 0.793  0.17
N1 2.360 -0.595 0.362  -0.28
I1 1.936 0.203 2.224  1.30
H1 1.508 -2.529 2.941  -0.01
H2 2.231 -4.198 2.536  0.06
H3 4.273 -2.275 2.094  0.13
H4 5.005 -5.971 -1.711  0.05
H5 3.801 -5.184 -2.670  0.04
H6 5.499 -4.563 -2.617  0.03
H7 3.206 -6.271 -0.103  0.04
H8 2.119 -4.941 0.475  0.03
H9 3.581 -5.390 1.352  0.03
H10 3.298 -3.412 -3.375  0.11
H11 3.164 -1.872 -4.102  0.03
H12 5.569 -2.932 -4.080  0.11
H13 5.279 -1.229 -3.892  0.06
H14 6.020 -0.026 -2.392  0.16
H15 2.110 1.311 -3.189  0.11
H16 3.095 0.113 -3.972  0.03
H17 0.967 0.130 -5.111  0.07
H18 1.231 -1.422 -4.368  0.11
H19 -1.041 0.149 -4.182  0.10
H20 -0.246 0.467 -2.652  0.08
H21 -0.886 -2.299 -3.828  0.13
H22 -0.144 -2.021 -2.253  0.12
H23 1.386 1.928 -1.613  0.11
H24 1.855 2.038 0.048  0.09
H25 -0.324 0.282 0.157  0.09
H26 -0.812 1.460 -1.146  0.10
H27 0.074 3.226 0.653  0.14
H28 -0.357 1.969 1.788  0.07
C24 3.861 0.792 -7.204  -1.47
Cl1 2.191 1.325 -7.311  0.51
Cl2 4.930 2.130 -6.797  0.56
Cl3 4.014 -0.507 -6.003  0.63
H29 4.160 0.396 -8.167  0.02
C25 -6.833 1.541 4.118  -1.53
Cl4 -5.790 2.484 5.195  0.54
Cl5 -7.666 0.269 5.004  0.53
Cl6 -7.983 2.587 3.294  0.52
H30 -6.206 1.075 3.369  0.01
C26 8.229 -2.513 -7.230  -1.54
Cl7 9.629 -2.418 -6.168  0.54
Cl8 7.178 -3.856 -6.762  0.52
Cl9 7.333 -0.990 -7.219  0.51
H31 8.576 -2.694 -8.238  0.02
C27 2.675 3.301 5.015  -1.51
Cl10 3.903 2.464 4.049  0.48
Cl11 1.110 2.477 4.897  0.49
Cl12 3.189 3.432 6.685  0.54
H32 2.552 4.296 4.606  0.02
C28 -4.396 6.057 0.829  -1.55
Cl13 -3.795 7.128 -0.436  0.54
Cl14 -4.157 6.769 2.423  0.55
Cl15 -6.101 5.676 0.563  0.53
H33 -3.833 5.134 0.784  -0.03
C29 1.004 -1.828 6.290  -1.50
Cl16 -0.706 -1.684 5.922  0.53
Cl17 1.514 -3.513 6.271  0.56
Cl18 1.975 -0.884 5.142  0.42
H34 1.175 -1.430 7.282  0.02
C30 -1.857 1.894 -7.760  -1.50
Cl19 -2.680 0.724 -6.720  0.49
Cl20 -0.493 2.632 -6.903  0.49
Cl21 -1.323 1.137 -9.255  0.53
H35 -2.560 2.679 -8.009  0.02
C31 -8.426 3.060 -0.690  -1.57
Cl22 -9.167 4.545 -1.287  0.54
Cl23 -9.416 2.336 0.574  0.52
Cl24 -8.176 1.918 -2.008  0.52
H36 -7.461 3.308 -0.265  -0.05
C32 5.741 1.110 8.933  -1.52
Cl25 4.715 0.100 7.906  0.51
Cl26 5.857 2.744 8.278  0.51
Cl27 5.128 1.145 10.585  0.55
H37 6.733 0.679 8.948  0.01
C33 7.058 -1.221 12.597  -1.58
Cl28 6.021 -2.309 13.518  0.54
Cl29 8.453 -0.719 13.555  0.51
Cl30 7.572 -1.974 11.084  0.52
H38 6.486 -0.337 12.351  -0.08
C34 -5.476 4.363 -4.183  -1.53
Cl31 -4.325 3.369 -5.078  0.52
Cl32 -5.471 3.932 -2.476  0.52
Cl33 -5.121 6.075 -4.403  0.54
H39 -6.468 4.169 -4.571  0.02
C35 -3.682 -3.013 -7.775  -1.53
Cl34 -3.204 -2.011 -9.142  0.53
Cl35 -3.426 -2.165 -6.243  0.51
Cl36 -5.362 -3.518 -7.928  0.55
H40 -3.061 -3.899 -7.773  0.01
C36 -12.530 1.870 -1.797  -1.56
Cl37 -13.274 3.355 -2.392  0.52
Cl38 -13.519 1.144 -0.528  0.52
Cl39 -12.277 0.728 -3.121  0.52
H41 -11.565 2.120 -1.374  -0.05
C37 7.016 3.854 13.406  -1.53
Cl40 5.343 4.122 12.907  0.52
Cl41 7.402 2.129 13.441  0.51
Cl42 8.127 4.715 12.341  0.53
H42 7.136 4.244 14.408  0.01
C38 -4.663 0.604 8.173  -1.57
Cl43 -3.462 -0.143 7.113  0.48
Cl44 -6.153 -0.330 8.169  0.52
Cl45 -4.034 0.780 9.811  0.54
H43 -4.878 1.590 7.784  -0.03
C39 -3.915 -5.177 3.856  -1.56
Cl46 -2.408 -5.078 4.774  0.51
Cl47 -4.905 -6.519 4.422  0.55
Cl48 -4.803 -3.654 3.956  0.53
H44 -3.666 -5.354 2.818  -0.01
C40 1.422 4.429 -11.086  -1.54
Cl49 -0.267 4.930 -11.186  0.53
Cl50 2.459 5.798 -10.690  0.53
Cl51 1.613 3.136 -9.897  0.47
H45 1.719 4.047 -12.053  0.01

No. 2
Below is C4H6O2 in the gas phase at a distorted geometry, with properties calculated with ωB97M-V with the def2-TZVPD basis set.

For the LUMO energy, the calculation gives 0.8 eV. As for the total charge: 0. The value obtained for the relative energy (zero: lowest compared OMol25 entry of this formula, charge and spin) is 372.3 kJ/mol. The largest force on an atom is 0.0444 Eh/bohr. Its structure (SMILES) is O=CC1(O)CC1.

Last column: Löwdin charge in e.
Cartesian coordinates (Å):
O1 -1.061 -2.119 0.985  0.08
C1 -0.638 -1.379 0.143  -0.25
C2 -0.555 0.104 0.010  -0.49
O2 -1.114 0.520 -1.206  0.02
C3 0.109 1.222 0.745  0.00
C4 0.964 0.178 0.019  -0.08
H1 0.035 -1.718 -0.767  0.15
H2 -0.438 0.527 -1.899  0.10
H3 0.234 1.212 1.831  0.12
H4 -0.159 2.198 0.354  0.11
H5 1.430 -0.466 0.763  0.11
H6 1.194 -0.278 -0.978  0.12

HOMO-LUMO gap for the records above, in order: 6.108, 10.617 eV
Total energy for the records above, in order: -752695.910, -8336.603 eV